Molecular formula: C10H34N14O12Zn2
Method: DFT, ωB97M-V/def2-TZVPD

As for the molecular weight: 673.25 Da. For the energy relative to the best compared isomer or geometry (same formula, charge and spin), the calculation gives 422.5 kcal per mole. The value obtained for the LUMO energy is -10.216 eV. The calculation puts the HOMO energy at -12.6 eV. Its HOMO-LUMO gap is 2.41 eV. The charge is +2.

Each line ends with the Mulliken charge.
Geometry (Å):
Zn  0.96685  3.91453  2.38467  1.40
Zn  0.29048  -1.87243  2.77633  1.48
C  0.70576  0.98988  0.86669  1.01
O  0.46471  -0.10278  0.46055  -0.66
O  0.72876  2.07963  0.30455  -0.59
O  0.76755  1.12991  2.11181  -0.76
C  5.17741  3.83896  1.12062  0.57
O  4.17553  3.87950  1.75738  -0.58
N  5.10235  3.62432  -0.22759  -0.34
N  6.36962  3.98109  1.66688  -0.40
H  4.20563  3.38601  -0.62657  0.19
H  5.92149  3.67221  -0.81651  0.17
H  7.11482  3.84207  0.99946  0.20
H  6.45959  3.76741  2.64991  0.24
C  -3.18173  3.98164  4.30962  0.60
O  -2.14336  3.95847  3.63661  -0.63
N  -3.25889  4.08175  5.61943  -0.39
N  -4.39648  3.73956  3.78511  -0.44
H  -4.17786  4.17779  6.02731  0.21
H  -2.37726  4.26864  6.07540  0.22
H  -4.35279  3.76845  2.77646  0.22
H  -5.10908  3.23650  4.29427  0.22
C  1.12534  2.85992  -5.22858  0.71
O  2.27823  2.76417  -4.89904  -0.65
N  0.08229  2.66695  -4.43016  -0.33
N  0.76964  3.24510  -6.40345  -0.37
H  0.26096  2.64125  -3.43642  0.15
H  -0.80332  2.88466  -4.86420  0.15
H  1.38332  3.45960  -7.17642  0.22
H  -0.21861  3.15372  -6.59081  0.13
C  -1.72525  -5.30972  0.41127  0.61
O  -1.07820  -4.59054  1.10777  -0.63
N  -2.74460  -6.02454  0.81239  -0.41
N  -1.53061  -5.38044  -0.85962  -0.39
H  -2.90407  -6.17296  1.79862  0.23
H  -3.15848  -6.69223  0.17759  0.18
H  -1.83599  -6.16607  -1.41606  0.22
H  -0.73277  -4.80418  -1.08651  0.20
C  -4.23150  -1.57643  3.75900  0.62
O  -3.08156  -1.52870  3.26929  -0.65
N  -5.25744  -1.80085  3.04223  -0.40
N  -4.57515  -1.60073  4.99987  -0.38
H  -5.09456  -1.91868  2.05244  0.23
H  -6.19081  -1.54994  3.33543  0.21
H  -3.87930  -1.35480  5.68938  0.21
H  -5.54105  -1.70694  5.27527  0.18
C  4.51840  -3.31696  2.17006  0.66
O  3.32998  -3.11363  2.17778  -0.63
N  5.42874  -2.39721  2.50856  -0.40
N  4.95922  -4.52470  2.06780  -0.38
H  5.11147  -1.70294  3.16994  0.21
H  6.35389  -2.73693  2.28769  0.18
H  5.95390  -4.69189  2.12037  0.16
H  4.35800  -5.27143  1.74993  0.23
C  -3.94583  2.28810  -1.74108  0.65
O  -5.07899  2.29545  -2.19776  -0.66
N  -3.23621  1.15029  -1.55271  -0.32
N  -3.30691  3.28276  -1.27150  -0.32
H  -2.34716  1.14710  -1.07348  0.10
H  -3.70431  0.28441  -1.77907  0.19
H  -2.34581  3.09503  -1.02424  0.13
H  -3.68003  4.21181  -1.40480  0.23
C  1.68280  -2.36491  -5.70486  -0.46
C  1.15934  -2.17245  -4.25006  -0.33
O  1.76833  -2.86757  -3.19430  -0.50
O  3.03597  -1.89996  -5.98481  -0.52
H  0.99743  -1.95186  -6.44498  0.33
H  1.66139  -3.42843  -5.94265  0.30
H  0.12971  -2.51464  -4.14580  0.28
H  1.13698  -1.10629  -4.02449  0.27
H  1.60688  -2.29172  -2.44334  0.31
H  3.68321  -2.24216  -5.36386  0.30

=====

Molecular formula: C28H25N4O4PtS
Method: DFT, ωB97M-V/def2-TZVPD

As for the molecular weight: 708.68 Da. For the energy relative to the best compared isomer or geometry (same formula, charge and spin), the calculation gives 17.4 kcal per mole. The value obtained for the LUMO energy (spin up / spin down) is -3.283 / -6.136 eV. The calculation puts the HOMO energy (spin up / spin down) at -10.6 / -10.4 eV. As for the spin multiplicity: 5. Its HOMO-LUMO gap (spin up / spin down) is 7.36 / 4.26 eV. The charge is +1.

Each line ends with the Mulliken spin population.
Geometry (Å):
Pt  -0.98898  1.32667  -0.28337  1.62
O  0.42297  2.56780  0.84965  0.33
C  1.65047  2.29134  1.00018  0.04
C  2.25128  2.53025  2.27326  0.11
C  3.58601  2.33327  2.48194  -0.05
C  4.41232  1.87611  1.44485  0.10
C  3.87161  1.60881  0.20969  -0.06
C  2.50703  1.79542  -0.04959  0.03
C  1.99180  1.57974  -1.36011  -0.01
N  0.75767  1.67943  -1.69443  0.20
C  0.35434  1.65953  -3.07263  0.00
C  -0.85613  0.74887  -3.28250  -0.03
N  -1.88533  0.99113  -2.30348  0.22
C  -3.08383  0.62266  -2.57854  -0.05
C  -4.22979  0.64662  -1.73046  0.11
C  -5.46062  0.23058  -2.25589  -0.05
C  -6.60365  0.19544  -1.49061  0.23
C  -6.55536  0.59354  -0.14843  -0.07
C  -5.38048  1.01318  0.40591  0.18
C  -4.16637  1.05933  -0.35139  0.14
O  -3.11715  1.46058  0.23263  0.40
H  1.59882  2.88183  3.05826  0.00
H  4.00890  2.52767  3.45488  0.00
H  5.46743  1.74183  1.62119  0.00
H  4.51075  1.25980  -0.58850  0.00
H  2.73891  1.35799  -2.13031  0.01
H  1.17163  1.34230  -3.73858  0.01
H  0.08096  2.68804  -3.33955  0.00
H  -0.54696  -0.29560  -3.15559  0.01
H  -1.24230  0.87950  -4.30098  0.00
H  -3.28227  0.23118  -3.58019  0.01
H  -5.51231  -0.06813  -3.29245  0.00
H  -7.53494  -0.13833  -1.91969  0.00
H  -7.45643  0.57394  0.44600  0.00
H  -5.31872  1.31996  1.43876  0.00
C  5.51563  -2.80291  -0.50843  0.00
C  4.02685  -2.68560  -0.49435  0.00
C  3.34354  -2.05113  -1.52848  0.00
C  1.96903  -1.89901  -1.47638  0.00
C  1.27611  -2.39856  -0.39321  0.00
C  1.92540  -3.07262  0.62393  0.00
C  3.29846  -3.21721  0.56893  0.00
S  -0.43939  -1.99652  -0.17804  0.01
O  -1.12866  -2.99141  0.58338  0.01
O  -1.01523  -1.56992  -1.43039  0.01
N  -0.27432  -0.58953  0.67732  0.27
C  -0.80569  -0.37887  1.89795  0.00
C  -0.91926  -1.31919  2.93550  0.04
C  -1.49646  -0.91739  4.11996  -0.01
C  -1.92838  0.39770  4.27339  0.03
C  -1.77226  1.27027  3.20592  -0.01
N  -1.23317  0.88289  2.06700  0.19
H  5.96143  -2.13537  -1.24037  0.00
H  5.81568  -3.82162  -0.75093  0.00
H  5.91779  -2.57194  0.47531  0.00
H  3.89446  -1.67849  -2.37910  0.00
H  1.42337  -1.41485  -2.27079  0.00
H  1.34628  -3.48272  1.43589  0.00
H  3.81669  -3.74166  1.35762  0.00
H  -0.58864  -2.33032  2.77029  0.00
H  -1.62120  -1.62576  4.92722  0.00
H  -2.37638  0.72901  5.19662  0.00
H  -2.09298  2.30045  3.26429  0.00

=====

> The lowest energy relative to the best compared isomer or geometry (same formula, charge and spin) belongs to which entry?

C28H25N4O4PtS